{"formula": "C4H7NO2", "method": "wB97M-V/def2-TZVPD", "gap_ev": [7.6, 7.6], "total_charge": 0, "de_lowest_ev": 4.839, "species": ["O", "C", "C", "N", "C", "C", "O", "H", "H", "H", "H", "H", "H", "H"], "coordinates": [[1.809, 0.199, -0.799], [0.640, 0.147, 0.731], [-0.250, 1.272, 0.315], [-0.720, 0.518, -0.839], [-1.423, -0.578, -0.226], [-0.152, -1.091, 0.482], [0.299, -2.223, 0.504], [2.089, -0.730, -0.863], [1.500, 0.148, 1.396], [-1.019, 1.531, 1.063], [0.308, 2.171, 0.040], [0.932, 0.251, -1.316], [-1.768, -1.328, -0.940], [-2.244, -0.286, 0.451]], "lowdin_charge": [0.00, 0.01, -0.23, -0.06, -0.18, -0.40, 0.06, 0.10, 0.14, 0.12, 0.12, 0.08, 0.12, 0.11]}